No. 1
11
Properties=species:S:1:pos:R:3:forces:R:3 method="wB97M-V/def2-TZVPD" relative_energy_kj_mol=120.39 charge=0 gap_ha=0.360 smiles="C=C1C=NCO1"
C -1.7706 -0.4208 0.5919 0.062 0.018 0.047
C -0.4853 -0.1518 0.3905 -0.247 0.062 -0.057
C 0.2350 1.1383 0.3298 0.119 0.078 -0.100
N 1.3322 1.0391 -0.3087 -0.324 -0.076 0.226
C 1.4140 -0.3502 -0.7210 0.325 -0.036 -0.216
O 0.4338 -1.0838 0.0053 -0.139 -0.013 -0.061
H -2.1368 -1.4316 0.4547 -0.010 0.134 0.077
H -2.4658 0.3677 0.8492 0.120 -0.081 0.101
H 1.1628 -0.4054 -1.7883 0.176 0.018 0.008
H -0.1192 2.0793 0.7435 -0.006 -0.156 -0.095
H 2.3998 -0.7809 -0.5468 -0.076 0.053 0.070

=====

No. 2
83
Properties=species:S:1:pos:R:3:forces:R:3 method="wB97M-V/def2-TZVPD" relative_energy_kj_mol=402.07 charge=+2 gap_ha=0.200
C -1.7072 5.0031 -2.1057 0.124 0.119 0.053
C -2.0497 3.7253 -2.5672 -0.386 0.086 -1.571
C -2.4713 3.5985 -3.9046 0.147 0.432 -0.129
C -2.4615 4.7431 -4.7212 -0.054 -0.568 0.497
N -2.1017 5.9429 -4.2728 -0.064 0.181 -0.213
C -1.7450 6.0837 -3.0004 -0.102 -0.796 0.228
C -1.8909 2.5700 -1.7076 2.143 0.661 2.915
C -1.1618 1.9605 -0.8531 1.789 2.552 -1.236
C -0.1991 1.2216 -0.1312 -1.216 -0.075 0.203
C 0.9760 1.7063 0.5388 0.040 0.604 0.644
C 1.8417 0.8736 1.1725 -0.316 0.439 -0.340
C 1.6094 -0.6067 1.2460 0.946 0.596 -2.029
C 0.6657 -1.0338 0.1551 -0.538 -0.297 -0.060
C -0.3642 -0.1868 -0.1446 0.671 -0.573 -0.546
Mg -2.6948 0.7630 -1.3236 -1.603 -0.812 0.837
P 3.2361 -1.5544 1.1495 0.079 0.392 0.011
H -2.7577 2.6321 -4.3340 0.128 0.390 0.181
H -1.3850 5.1567 -1.0791 -0.084 -0.045 -0.166
H -2.7514 4.6681 -5.7758 0.115 0.082 0.429
H -1.4668 7.0852 -2.6645 -0.087 -0.299 -0.118
H -1.3920 -0.5763 -0.2968 0.909 -0.227 -0.728
H 1.1201 2.7891 0.5852 0.166 -0.399 -0.028
H 0.7335 -2.0559 -0.2315 -0.650 0.205 0.719
H 2.6594 1.2813 1.7624 -0.181 0.052 -0.342
C 3.3526 -2.8537 2.4071 -0.298 -0.083 0.266
C 3.9044 -4.2045 1.9603 0.230 -0.243 -0.128
H 2.3441 -2.9633 2.8299 0.341 -0.050 -0.140
H 3.9782 -2.4334 3.2087 -0.214 -0.020 -0.155
H 3.8079 -4.9144 2.7925 0.040 0.192 -0.261
H 3.3517 -4.6145 1.1052 0.160 0.071 0.208
H 4.9704 -4.1419 1.7018 -0.307 -0.064 -0.016
C 3.3853 -2.1750 -0.5360 -0.006 -0.464 -0.042
C 3.4123 -1.0925 -1.6168 0.039 0.200 -0.310
H 2.5505 -2.8703 -0.7018 0.289 0.049 0.010
H 4.3066 -2.7764 -0.5606 -0.238 0.094 -0.001
H 3.4779 -1.5792 -2.5993 0.046 0.150 0.264
H 2.5044 -0.4753 -1.6139 0.248 -0.155 0.077
H 4.2807 -0.4273 -1.5152 -0.231 -0.212 -0.028
C 4.6279 -0.4373 1.4207 -0.079 0.476 0.014
C 5.9925 -1.1345 1.3889 0.140 -0.135 0.003
H 4.4585 0.0491 2.3948 0.079 -0.106 -0.225
H 4.5787 0.3489 0.6517 -0.027 -0.179 0.267
H 6.7764 -0.3842 1.5484 -0.191 -0.213 -0.027
H 6.0871 -1.8888 2.1816 -0.005 0.183 -0.224
H 6.1889 -1.6141 0.4196 -0.061 0.121 0.270
Br 0.7072 -1.0352 2.8556 -0.779 -0.612 1.849
P -3.2801 -1.4156 -1.9538 -0.420 -4.387 -1.324
C -1.7893 -2.4645 -1.7263 0.095 -0.246 -0.047
C -2.0322 -3.8782 -2.2643 0.281 -0.193 -0.053
H -1.5545 -2.5292 -0.6515 -0.015 0.045 -0.336
H -0.9286 -1.9907 -2.2265 -0.228 -0.145 0.156
H -1.0693 -4.4055 -2.2689 -0.311 -0.095 -0.058
H -2.7248 -4.4259 -1.6076 0.213 0.130 -0.396
H -2.4342 -3.8678 -3.2896 0.137 -0.070 0.421
C -3.9703 -1.4215 -0.2284 -0.379 1.541 0.701
C -4.6806 -2.7671 -0.0034 -0.131 -0.124 -0.337
H -4.7050 -0.6019 -0.1440 0.022 -0.257 0.353
H -3.1728 -1.2880 0.5216 -0.293 0.094 -0.102
H -5.1744 -2.7362 0.9698 0.096 0.052 -0.005
H -5.4436 -2.9377 -0.7706 0.186 0.049 0.156
H -3.9878 -3.6171 -0.0056 -0.086 0.330 -0.014
C -2.6985 -0.2773 -3.3199 -0.311 0.900 0.194
C -2.6954 -1.1127 -4.6154 -0.127 0.028 0.051
H -1.6861 0.1229 -3.1007 -0.207 -0.009 -0.453
H -3.4250 0.5516 -3.4255 0.222 -0.006 -0.326
H -2.5984 -0.4184 -5.4524 0.087 -0.095 -0.002
H -1.8596 -1.8209 -4.6462 -0.186 0.208 0.123
H -3.6366 -1.6669 -4.7213 0.268 0.212 0.051
C 1.6924 1.5538 4.7655 -0.074 -0.063 0.168
C 0.4339 2.3776 4.6054 0.054 0.422 0.180
O -0.3512 1.9643 3.4921 -0.287 -0.062 0.130
C -1.6122 2.6130 3.5355 -0.071 0.183 0.259
C -2.5428 2.1659 2.4237 -0.031 0.054 -0.182
H 1.4571 0.5272 5.0574 0.106 0.184 -0.035
H 2.2899 2.0074 5.5607 0.000 -0.067 -0.085
H 2.2878 1.5352 3.8499 -0.058 0.041 0.110
H -0.1612 2.3026 5.5370 0.136 0.072 -0.353
H 0.7074 3.4396 4.4657 -0.134 -0.208 0.113
H -2.0994 2.4050 4.5070 0.206 0.111 -0.245
H -1.4607 3.7062 3.4575 -0.111 -0.256 0.139
H -2.5830 1.0730 2.3353 0.074 0.077 0.124
H -3.5483 2.5317 2.6595 0.127 -0.080 -0.090
H -2.2483 2.5938 1.4591 -0.001 -0.067 0.133

=====

No. 3
10
Properties=species:S:1:pos:R:3:forces:R:3 method="wB97M-V/def2-TZVPD" relative_energy_kj_mol=90.95 charge=+1 gap_ha="0.348 / 0.360" multiplicity=3
C -0.2078 -0.2056 -1.4737 -0.624 -2.324 -0.214
C 0.5174 0.3598 1.1680 1.023 0.065 1.451
N -0.6178 -0.1121 0.3839 6.043 4.615 -5.197
O -1.5249 -0.6519 0.7940 -6.225 -3.897 2.334
H -0.2027 0.8003 -1.8813 -0.428 0.271 0.659
H -1.0391 -0.9150 -1.8922 1.607 1.458 1.109
H 0.8264 -0.6449 -1.4485 -1.229 0.237 0.352
H 0.3497 1.2904 1.7201 -0.332 0.688 -1.187
H 1.4580 0.3373 0.5780 -0.827 -0.089 0.668
H 0.4408 -0.2584 2.0516 0.992 -1.024 0.027

=====

No. 4
129
Properties=species:S:1:pos:R:3:forces:R:3 method="wB97M-V/def2-TZVPD" relative_energy_kj_mol=0.00 charge=0 gap_ha=0.355 smiles=COC[C@H](C)N.COC[C@H](C)N.COC[C@H](C)N.COC[C@H](C)N.COC[C@H](C)N.COC[C@H](C)N.CC(C)O.O.O.O.O.O
C 0.3422 -2.0912 -0.3820 0.178 -0.124 -0.436
C 1.4420 -1.0868 -0.0122 -0.406 -1.229 0.171
C 1.2437 -0.5836 1.3956 0.500 0.587 -0.300
O 2.7299 -1.7582 -0.0669 -0.760 0.504 -0.512
H 0.4656 -2.3918 -1.4296 -0.056 0.002 0.156
H -0.6762 -1.7052 -0.2671 0.206 0.200 -0.028
H 0.4105 -2.9996 0.2230 0.150 0.096 0.063
H 1.3989 -0.2668 -0.7350 0.228 0.091 0.090
H 0.3097 -0.0239 1.4478 -0.019 -0.016 0.096
H 2.0673 0.0999 1.6247 -0.126 -0.033 0.227
H 1.2287 -1.3924 2.1243 -0.002 -0.100 -0.008
H 2.9253 -1.8990 -1.0174 0.291 0.145 0.583
O 0.1687 0.7486 -2.8607 -0.366 0.277 0.122
H -0.6570 0.2406 -2.8814 0.270 0.178 0.082
H -0.0769 1.6468 -2.5216 0.286 -0.514 -0.152
O 1.5616 -4.6279 -3.2859 0.672 0.352 0.248
H 2.2454 -4.9024 -2.6187 -0.733 0.464 -0.333
H 1.7184 -3.6775 -3.4733 -0.107 -0.884 0.317
O 4.9604 -2.6169 1.5470 -0.297 0.174 0.003
H 5.5214 -2.1237 0.9360 -0.169 -0.087 0.080
H 4.0635 -2.2663 1.3799 0.470 -0.149 -0.204
O 1.5587 -1.8273 -4.0096 -0.145 0.739 -0.214
H 0.7913 -1.8646 -4.6010 0.287 -0.037 0.176
H 1.6548 -0.8798 -3.7864 -0.330 -0.464 0.041
O 4.0256 -1.7698 -2.6084 -0.310 -0.188 -0.482
H 4.3625 -0.9785 -3.0509 -0.087 -0.201 0.154
H 3.4052 -2.1739 -3.2489 0.426 0.280 0.245
C 2.1305 -6.6906 0.4158 -0.494 -0.675 0.386
C 3.4811 -6.3681 -0.1437 0.513 0.863 -0.577
C 4.0481 -7.4310 -1.0514 -0.352 -0.866 -0.614
O 4.2609 -8.6226 -0.2985 -0.200 1.101 0.286
C 4.8772 -9.6213 -1.0326 0.411 -0.618 -0.172
N 3.3869 -5.0965 -0.9352 1.003 0.009 0.494
H 2.1762 -7.6031 1.0184 0.080 0.153 0.054
H 1.3865 -6.8885 -0.3600 0.130 0.235 -0.149
H 1.7689 -5.8805 1.0495 -0.017 0.028 -0.009
H 4.2092 -6.2413 0.6687 -0.150 -0.050 0.052
H 4.9713 -7.0778 -1.5479 0.035 -0.132 0.403
H 3.3588 -7.6751 -1.8884 0.024 0.252 0.310
H 4.9671 -10.4984 -0.3921 -0.101 -0.013 0.009
H 5.8986 -9.3398 -1.3230 -0.102 0.059 -0.203
H 4.2886 -9.8957 -1.9167 0.110 0.034 -0.083
H 4.3149 -4.9297 -1.3498 -0.388 -0.168 0.018
H 3.3615 -4.3404 -0.2406 -0.423 -0.107 -0.317
C -5.6331 2.7336 1.5935 -0.359 -0.179 0.546
C -5.7097 1.3984 2.3690 -0.729 0.627 -0.156
C -4.3696 0.7395 2.4509 0.552 -0.612 -0.075
O -3.9685 0.4691 1.1183 0.686 -0.125 -0.201
C -2.8329 -0.3833 1.0298 0.059 0.207 -0.147
N -6.3765 1.4688 3.6922 0.308 0.010 -0.642
H -5.4311 2.5078 0.5457 0.144 0.265 0.033
H -4.9103 3.4447 2.0086 0.170 -0.231 -0.070
H -6.6066 3.2270 1.6780 -0.004 -0.047 -0.228
H -6.3165 0.7578 1.7146 -0.044 -0.107 0.371
H -4.4299 -0.2144 2.9944 -0.069 0.187 0.165
H -3.6205 1.3874 2.9372 -0.091 -0.065 0.066
H -1.9723 -0.0287 1.6279 -0.458 -0.082 0.134
H -2.4726 -0.3753 -0.0054 -0.354 -0.024 0.071
H -3.0932 -1.4198 1.3034 0.137 0.267 0.061
H -7.1712 2.0915 3.5924 -0.012 -0.098 0.195
H -5.7804 1.8676 4.4112 0.086 0.053 -0.192
C -4.8951 -1.9905 -4.1172 -0.622 0.058 0.087
C -5.1041 -2.9531 -2.9415 -0.740 -0.119 -0.953
C -4.0935 -2.7508 -1.8303 -1.200 0.482 0.095
O -2.7917 -2.7218 -2.3070 0.370 0.477 -0.499
C -2.0723 -3.8720 -1.9963 0.207 -0.568 0.765
N -6.4795 -2.7907 -2.3831 0.425 -0.796 0.187
H -5.1997 -0.9623 -3.8980 0.137 -0.090 0.295
H -5.5528 -2.3186 -4.9306 0.230 0.045 -0.061
H -3.8622 -1.9939 -4.4567 -0.003 -0.097 -0.022
H -5.0128 -3.9514 -3.4090 0.313 0.022 0.466
H -4.2460 -3.5237 -1.0639 0.179 0.089 0.040
H -4.3330 -1.7743 -1.3912 0.095 -0.059 0.158
H -2.0765 -3.9720 -0.9020 0.333 -0.236 -0.031
H -1.0555 -3.7599 -2.3503 0.125 -0.081 -0.094
H -2.5101 -4.7907 -2.4013 -0.046 0.078 -0.221
H -7.1532 -3.1365 -3.0681 0.182 0.321 -0.018
H -6.5772 -3.4778 -1.6218 0.055 0.483 -0.202
C -1.1582 3.0031 0.4784 -0.007 -0.454 1.028
C -1.8332 3.0616 -0.8825 0.806 0.162 0.287
C -2.9444 4.0998 -0.8587 0.312 0.024 0.141
O -3.8266 3.8383 -1.9130 0.143 0.171 -0.447
C -4.8112 4.8331 -2.0371 -0.949 -0.497 0.592
N -0.7870 3.3884 -1.9198 -1.394 -0.020 -0.419
H -0.6625 3.9472 0.7253 0.019 -0.074 -0.201
H -0.4456 2.1791 0.6056 0.213 0.279 -0.564
H -1.8417 2.8022 1.3216 -0.260 0.265 -0.510
H -2.2438 2.0817 -1.1435 -0.092 0.119 0.041
H -2.4543 5.0868 -0.9696 -0.254 -0.023 -0.036
H -3.4863 4.1250 0.0958 0.056 -0.205 -0.002
H -5.5187 4.7715 -1.1860 0.359 0.213 -0.025
H -5.4286 4.5912 -2.8997 0.301 0.212 -0.281
H -4.3891 5.8382 -2.0736 0.029 0.061 -0.212
H -1.3110 3.3888 -2.8126 0.417 0.004 0.390
H -0.5465 4.3790 -1.8099 0.191 -0.372 0.152
C 3.8239 2.0310 -1.1874 -0.464 -1.253 0.235
C 3.4276 3.2084 -0.3444 -0.603 1.053 -0.539
C 4.5484 3.5823 0.5804 0.498 1.099 -0.228
O 4.0743 4.5070 1.5476 -0.240 -0.485 0.024
C 5.1029 5.1641 2.2360 0.356 0.134 -0.509
N 3.1170 4.3673 -1.2434 -0.079 -0.188 0.325
H 2.9558 1.6815 -1.7507 0.041 0.024 -0.158
H 4.0972 1.1995 -0.5205 -0.024 0.056 -0.193
H 4.6424 2.1861 -1.8857 0.086 0.432 0.070
H 2.5100 2.9880 0.2275 0.410 -0.345 0.173
H 5.2915 4.1320 -0.0319 0.004 -0.388 0.065
H 5.0547 2.7253 1.0409 -0.262 -0.033 0.099
H 4.6318 5.9308 2.8414 0.099 0.027 0.253
H 5.7769 5.6426 1.5090 -0.025 0.075 0.180
H 5.7075 4.4747 2.8342 -0.126 0.018 0.175
H 2.2035 4.1982 -1.6664 0.266 -0.019 -0.014
H 3.0014 5.2291 -0.7066 0.088 -0.344 0.073
C -0.4203 5.6818 4.0516 0.195 0.464 0.462
C 1.0314 5.3124 3.7717 0.161 0.323 -1.257
C 1.4254 3.9814 4.3787 0.354 -0.175 0.939
O 0.8396 2.9406 3.6479 -0.203 0.008 -0.745
C 1.2445 1.6761 4.0747 -0.698 -0.544 0.990
N 1.2524 5.3558 2.2841 0.719 -0.963 0.483
H -0.5903 6.7282 3.7967 0.015 -0.039 -0.225
H -0.6475 5.6083 5.1237 -0.031 -0.252 -0.226
H -1.1097 5.0753 3.4682 -0.022 -0.165 0.072
H 1.7043 6.0804 4.1712 -0.208 -0.091 0.225
H 1.0970 3.9200 5.4380 -0.091 0.102 -0.264
H 2.5202 3.8478 4.4416 -0.083 0.125 -0.414
H 0.6108 0.9064 3.6362 -0.009 0.213 -0.387
H 1.0260 1.5974 5.1555 0.542 -0.092 -0.082
H 2.2854 1.4300 3.8484 0.103 0.241 0.103
H 2.2565 5.1406 2.1094 -0.790 0.442 0.163
H 0.8290 4.4941 1.9145 -0.071 0.451 0.206

=====

No. 5
16
Properties=species:S:1:pos:R:3:forces:R:3 method="wB97M-V/def2-TZVPD" relative_energy_kj_mol=42.73 charge=-1 gap_ha="0.101 / 0.453" multiplicity=2
C -1.6484 1.0694 0.6181 -1.188 -0.320 1.214
C -1.4839 0.0336 1.7759 -0.493 0.996 -0.339
H -1.9524 0.5389 -0.2769 0.418 0.240 -0.515
H -0.7828 1.7162 0.5271 0.397 -0.242 -0.420
H -2.4618 1.7674 0.8621 -0.072 -0.177 -0.148
H -1.9316 0.4346 2.6895 0.606 0.195 0.226
H -0.4136 -0.1408 1.8560 -0.064 -0.511 0.535
H -2.0742 -0.8755 1.6441 0.370 -0.173 -0.489
C 1.0196 -1.0546 -1.0197 0.209 0.218 0.049
C 2.1458 -0.0884 -1.3799 0.655 -0.271 -0.273
H 1.3350 -2.0993 -1.0375 -0.078 -0.043 -0.550
H 0.2258 -0.8217 -1.7334 -0.336 -0.540 0.290
H 0.6427 -0.9333 -0.0079 -0.112 0.404 -0.010
H 2.0579 0.8757 -0.8785 -0.119 0.029 -0.081
H 3.1420 -0.4863 -1.1732 0.012 -0.022 0.412
H 2.1799 0.0641 -2.4656 -0.208 0.217 0.100